[1]
Below is a structure of composition C32H32I3N5O4Ru, with properties calculated with ωB97M-V/def2-TZVPD.

Properties
* LUMO level (spin up / spin down): 2.100 / 2.100 eV
* highest occupied orbital energy (spin up / spin down): -4.102 / -4.061 eV
* total energy: -76231.3024 eV
* expectation value of S²: 0.755
* energy above the lowest of the compared OMol25 structures with the same formula, charge and spin: 45.0 kJ/mol

ORCA input file:
```
! wB97M-V def2-TZVPD RIJCOSX def2/J DEFGRID3
* xyz -1 2
Ru 0.110 -0.974 -0.101
C 3.947 0.920 1.045
C 2.685 0.093 1.165
O 2.164 -0.273 0.062
C 2.218 -0.219 2.427
C 1.205 -1.179 2.735
C 1.122 -1.645 4.164
N 0.381 -1.681 1.858
N -0.490 -2.647 2.368
C -0.911 -3.444 1.413
O -0.593 -3.359 0.193
C -1.867 -4.521 1.827
C -2.097 -4.833 3.165
C -2.988 -5.839 3.504
C -3.661 -6.540 2.511
C -3.438 -6.229 1.177
C -2.542 -5.225 0.835
H 3.934 1.463 0.101
H 4.821 0.264 1.051
H 4.043 1.625 1.870
H 2.779 0.168 3.268
H 1.768 -1.038 4.796
H 1.429 -2.690 4.237
H 0.094 -1.607 4.522
H -1.566 -4.273 3.922
H -3.160 -6.078 4.547
H -4.359 -7.326 2.777
H -3.965 -6.769 0.399
H -2.357 -4.957 -0.197
I -0.154 2.050 -4.369
C 0.720 0.171 -4.136
C 1.407 -0.420 -5.203
C 2.012 -1.642 -5.064
I 3.025 -2.445 -6.709
C 1.960 -2.333 -3.824
C 2.573 -3.572 -3.544
C 2.464 -4.117 -2.294
C 1.729 -3.447 -1.306
N 1.146 -2.297 -1.538
C 1.252 -1.729 -2.764
C 0.606 -0.449 -2.897
O -0.017 0.057 -1.895
H 1.459 0.107 -6.146
H 3.126 -4.079 -4.324
H 2.927 -5.064 -2.056
H 1.588 -3.861 -0.318
I -2.779 -2.073 -2.010
C -1.945 -1.078 -0.267
H -2.419 -1.591 0.569
H -2.385 -0.084 -0.374
C -2.566 5.196 -1.193
C -1.318 4.363 -1.442
N -0.123 4.943 -0.839
C 0.464 6.119 -1.474
C 0.297 7.384 -0.644
C 0.578 4.375 0.175
O 1.647 4.820 0.564
C -0.037 3.173 0.837
C -0.818 3.288 1.975
C -1.332 2.134 2.543
C -1.071 0.913 1.948
N -0.331 0.815 0.840
C 0.197 1.919 0.307
H -3.430 4.732 -1.670
H -2.459 6.205 -1.596
H -2.766 5.276 -0.123
H -1.137 4.258 -2.515
H -1.454 3.356 -1.060
H -0.015 6.231 -2.448
H 1.524 5.924 -1.644
H -0.757 7.597 -0.462
H 0.735 8.238 -1.165
H 0.803 7.271 0.313
H -1.015 4.260 2.409
H -1.940 2.166 3.437
H -1.462 -0.017 2.338
H 0.786 1.773 -0.589
*
```



[2]
Below is a structure of composition C32H32MoOSi2 in a non-equilibrium geometry, with properties calculated with ωB97M-V/def2-TZVPD.

Properties
* LUMO level (spin up / spin down): -6.962 / -7.765 eV
* highest occupied orbital energy (spin up / spin down): -14.176 / -14.178 eV
* total energy: -53347.9485 eV
* expectation value of S²: 2.023

ORCA input file:
```
! wB97M-V def2-TZVPD RIJCOSX def2/J DEFGRID3
* xyz 2 3
Mo -0.617 0.599 1.920
C -0.524 0.010 4.187
C 0.264 1.194 3.942
C -0.448 2.305 3.491
C -1.787 2.318 3.029
C -2.535 1.087 3.104
C -1.850 -0.002 3.799
H 0.034 -0.796 4.630
H 1.318 1.211 4.339
H 0.131 3.201 3.387
H -2.408 3.216 2.783
H -3.567 1.033 2.912
H -2.472 -0.849 4.055
O 0.663 -0.451 0.468
Si -0.352 -0.981 -0.930
C -0.152 0.179 -2.303
C 0.304 -0.325 -3.515
C 0.450 0.471 -4.646
C 0.211 1.813 -4.541
C -0.319 2.346 -3.374
C -0.535 1.489 -2.311
C -0.065 -2.693 -1.506
C 1.138 -3.401 -1.478
C 1.314 -4.496 -2.315
C 0.321 -4.886 -3.214
C -0.893 -4.191 -3.236
C -1.089 -3.131 -2.344
C -2.028 -0.929 0.026
C -2.379 -2.177 0.656
C -3.714 -2.373 1.048
C -4.666 -1.489 0.551
C -4.344 -0.281 -0.129
C -3.031 -0.021 -0.379
H 0.552 -1.395 -3.531
H 0.797 0.079 -5.600
H 0.462 2.544 -5.306
H -0.757 3.322 -3.358
H -1.047 1.901 -1.471
H 1.913 -3.166 -0.795
H 2.303 -4.945 -2.327
H 0.499 -5.632 -3.971
H -1.719 -4.372 -3.912
H -2.100 -2.690 -2.403
H -1.575 -2.897 0.849
H -4.004 -3.234 1.573
H -5.756 -1.646 0.794
H -5.135 0.353 -0.559
H -2.607 0.811 -0.988
C 3.293 0.060 -1.149
Si 2.460 0.035 0.501
C 3.297 -1.264 1.546
C 2.330 1.849 1.206
C 1.380 2.579 0.469
C 1.082 3.889 0.744
C 1.757 4.496 1.744
C 2.669 3.866 2.578
C 2.894 2.488 2.342
H 2.918 -0.636 -1.910
H 4.354 -0.159 -0.931
H 3.404 1.087 -1.569
H 3.470 -2.102 0.816
H 2.800 -1.737 2.382
H 4.252 -0.891 1.893
H 0.948 2.201 -0.419
H 0.367 4.436 0.118
H 1.489 5.515 1.968
H 3.144 4.299 3.528
H 3.494 1.955 3.043
*
```



[3]
Below is a structure of composition C32H32N9NaO4S, with properties calculated with ωB97M-V/def2-TZVPD.

Properties
* LUMO level: 3.963 eV
* highest occupied orbital energy: -2.034 eV
* total energy: -70557.1452 eV
* energy above the lowest of the compared OMol25 structures with the same formula, charge and spin: 0.0 kJ/mol

ORCA input file:
```
! wB97M-V def2-TZVPD RIJCOSX def2/J DEFGRID3
* xyz -2 1
Na -0.017 0.252 0.385
C 2.082 -4.035 1.026
C 1.067 -2.944 1.222
N 1.356 -1.713 1.430
N 2.679 -1.387 1.510
C 2.854 -0.066 1.511
O 2.026 0.856 1.394
C 4.312 0.334 1.678
C 4.637 1.686 1.640
C 5.950 2.106 1.800
C 6.960 1.175 2.001
C 6.645 -0.178 2.037
C 5.331 -0.594 1.875
C -0.377 -3.255 1.125
C -0.827 -4.463 0.579
C -2.189 -4.696 0.487
C -3.071 -3.731 0.940
C -2.533 -2.559 1.462
N -1.236 -2.326 1.560
H 3.029 -3.712 1.452
H 2.245 -4.225 -0.039
H 1.765 -4.970 1.494
H 3.829 2.389 1.482
H 6.187 3.164 1.766
H 7.987 1.500 2.126
H 7.429 -0.912 2.191
H 5.067 -1.643 1.895
H -0.119 -5.191 0.210
H -2.557 -5.619 0.053
H -4.144 -3.854 0.869
H -3.181 -1.755 1.800
N -1.804 -1.707 -2.136
C -2.883 -1.030 -2.861
C -3.736 -0.219 -1.900
N -4.356 -1.071 -0.885
H -1.135 -1.016 -1.806
H -1.283 -2.318 -2.753
H -3.508 -1.797 -3.333
H -2.519 -0.364 -3.653
H -4.508 0.303 -2.481
H -3.105 0.541 -1.436
H -3.691 -1.821 -0.716
H -4.346 -0.541 -0.015
C -5.629 0.562 -5.800
O -4.462 -0.155 -6.131
C -3.323 0.581 -6.338
C -2.126 -0.134 -6.325
C -0.922 0.519 -6.469
C -0.883 1.904 -6.657
C -2.080 2.594 -6.738
C -3.302 1.949 -6.557
N 0.348 2.577 -6.939
N 1.360 2.390 -6.212
C 1.286 1.805 -4.949
C 2.329 0.937 -4.617
C 2.330 0.149 -3.489
C 1.283 0.228 -2.521
O 1.207 -0.499 -1.510
C 0.286 1.299 -2.764
N -0.582 1.521 -1.756
C -1.445 2.506 -1.853
C -1.486 3.358 -2.965
C -0.625 3.137 -4.007
C 0.288 2.062 -3.952
H -6.374 -0.179 -5.516
H -6.005 1.140 -6.651
H -5.452 1.236 -4.957
H -2.163 -1.203 -6.161
H 0.003 -0.039 -6.412
H -2.055 3.663 -6.917
H -4.216 2.526 -6.582
H 3.136 0.851 -5.340
H 3.134 -0.549 -3.291
H -2.121 2.630 -1.012
H -2.187 4.183 -2.988
H -0.615 3.801 -4.860
O -3.569 2.668 2.609
S -2.385 1.849 2.239
N -2.383 0.950 1.081
*
```



[4]
Below is a structure of composition C32H33AsN3O7PSTi in a non-equilibrium geometry, with properties calculated with ωB97M-V/def2-TZVPD.

Properties
* LUMO level (spin up / spin down): 2.479 / 2.475 eV
* highest occupied orbital energy (spin up / spin down): -2.063 / -2.078 eV
* total energy: -156600.8417 eV
* expectation value of S²: 0.769
* energy above the lowest of the compared OMol25 structures with the same formula, charge and spin: 258.3 kJ/mol

ORCA input file:
```
! wB97M-V def2-TZVPD RIJCOSX def2/J DEFGRID3
* xyz -1 2
Ti -0.106 -0.106 -0.977
C -4.582 0.605 4.257
C -4.670 -0.048 3.035
C -3.517 -0.313 2.312
C -2.267 0.059 2.804
C -2.193 0.723 4.023
C -3.344 0.995 4.747
P -0.836 -0.367 1.742
C 0.460 0.742 2.399
C 1.480 0.314 3.245
C 2.433 1.213 3.702
C 2.380 2.543 3.305
C 1.379 2.970 2.446
C 0.422 2.073 1.995
C -0.381 -2.044 2.299
C -0.892 -2.570 3.488
C -0.757 -3.903 3.834
C -0.103 -4.758 2.952
C 0.423 -4.277 1.767
C 0.297 -2.922 1.435
H -5.481 0.823 4.821
H -5.631 -0.340 2.634
H -3.588 -0.798 1.345
H -1.231 1.037 4.411
H -3.269 1.515 5.692
H 1.531 -0.726 3.541
H 3.223 0.871 4.359
H 3.134 3.242 3.645
H 1.359 3.992 2.095
H -0.336 2.411 1.292
H -1.429 -1.908 4.160
H -1.164 -4.266 4.767
H 0.009 -5.807 3.194
H 0.946 -4.918 1.076
C -2.621 -3.372 -0.932
C -2.742 -2.078 -1.645
N -2.026 -0.996 -1.355
C -2.399 -0.005 -2.259
C -3.313 -0.552 -3.154
N -3.519 -1.840 -2.715
C -4.026 -0.023 -4.314
O -3.760 1.235 -4.620
O -4.836 -0.719 -4.918
C -1.858 1.323 -2.137
O -2.059 2.199 -3.016
O -1.160 1.522 -1.040
H -2.188 -3.210 0.054
H -1.960 -4.050 -1.474
H -3.593 -3.854 -0.812
H -4.158 -2.472 -3.172
H -3.096 1.654 -3.956
C 3.273 -1.586 -4.798
As 2.527 -0.548 -3.342
C 3.727 -0.935 -1.900
C 2.768 1.233 -4.028
S 0.568 -1.373 -3.109
H 4.319 -1.312 -4.947
H 2.703 -1.378 -5.702
H 3.192 -2.645 -4.558
H 4.498 -0.163 -1.873
H 4.171 -1.915 -2.086
H 3.154 -0.938 -0.974
H 3.452 1.788 -3.385
H 1.799 1.732 -4.015
H 3.162 1.166 -5.043
O 1.557 0.924 -1.531
N 1.869 2.162 -1.016
C 3.020 2.232 -0.255
C 3.664 3.427 -0.112
C 3.198 4.591 -0.748
C 2.030 4.468 -1.545
C 1.394 3.276 -1.687
H 3.291 1.320 0.258
H 4.531 3.451 0.534
H 3.710 5.533 -0.639
H 1.604 5.324 -2.052
H 0.490 3.108 -2.252
O 0.824 -2.583 0.236
O 1.118 -1.177 0.196
*
```



[5]
Below is a structure of composition C32H33BrMnN6O5S, with properties calculated with ωB97M-V/def2-TZVPD.

Properties
* LUMO level (spin up / spin down): 4.077 / 4.073 eV
* highest occupied orbital energy (spin up / spin down): -0.173 / -0.971 eV
* total energy: -165093.9631 eV
* expectation value of S²: 0.776
* energy above the lowest of the compared OMol25 structures with the same formula, charge and spin: 0.0 kJ/mol

ORCA input file:
```
! wB97M-V def2-TZVPD RIJCOSX def2/J DEFGRID3
* xyz -2 2
Mn 0.337 -1.013 -0.273
O -5.933 1.496 0.129
C -5.120 1.940 -0.711
O -5.333 2.719 -1.668
C -3.652 1.468 -0.563
C -3.341 0.456 0.273
C -1.964 -0.101 0.340
N -0.939 0.681 -0.328
C -1.317 1.712 -1.093
C -2.616 2.123 -1.294
C -0.211 2.501 -1.720
C -0.303 3.897 -1.803
C 0.730 4.609 -2.378
C 1.843 3.924 -2.851
C 1.852 2.545 -2.717
N 0.858 1.848 -2.180
C -1.428 -0.402 1.742
C -2.217 -0.496 2.875
C -1.619 -0.958 4.039
C -0.278 -1.325 4.012
C 0.423 -1.229 2.819
N -0.141 -0.780 1.700
H -4.144 0.034 0.864
H -2.878 2.960 -1.924
H -1.174 4.393 -1.399
H 0.676 5.690 -2.447
H 2.683 4.441 -3.297
H 2.700 1.962 -3.063
H -3.255 -0.200 2.836
H -2.192 -1.048 4.954
H 0.217 -1.703 4.897
H 1.458 -1.533 2.732
Br 3.455 -7.703 -0.075
C 1.625 -7.153 -0.285
C 0.672 -8.156 -0.497
C -0.659 -7.728 -0.654
C -1.010 -6.403 -0.599
C -0.024 -5.390 -0.376
C 1.334 -5.821 -0.223
C -0.306 -4.009 -0.293
O -1.685 -3.755 -0.493
O 0.537 -3.119 -0.063
H 0.952 -9.198 -0.539
H -1.431 -8.471 -0.826
H -2.042 -6.113 -0.730
H 2.103 -5.079 -0.064
C -1.346 1.344 -4.503
N -1.108 0.096 -3.803
C -0.001 -0.641 -3.847
S 0.307 -1.881 -2.754
N 0.902 -0.392 -4.868
C 0.466 -0.469 -6.259
H -1.862 2.016 -3.822
H -1.977 1.198 -5.383
H -0.398 1.790 -4.799
H -1.710 -0.100 -3.014
H 1.709 -0.975 -4.696
H -0.384 0.178 -6.441
H 0.185 -1.490 -6.538
H 1.280 -0.140 -6.903
C -4.554 -2.331 -1.308
C -3.782 -2.753 -0.055
C -2.299 -2.567 -0.238
N -1.653 -1.490 -0.238
H -5.623 -2.497 -1.174
H -4.218 -2.904 -2.175
H -4.406 -1.270 -1.503
H -3.966 -3.802 0.176
H -4.109 -2.155 0.796
C 2.052 1.387 1.048
O 2.829 0.394 0.406
C 2.116 -0.623 -0.218
C 3.196 -1.520 -0.790
H 1.889 1.132 2.100
H 1.081 1.488 0.563
H 2.611 2.325 0.995
H 3.997 -0.935 -1.257
H 2.782 -2.219 -1.512
H 3.650 -2.104 0.021
*
```



[6]
Below is a structure of composition C32H33FN2O4PSSiTi in a non-equilibrium geometry, with properties calculated with ωB97M-V/def2-TZVPD.

Properties
* LUMO level (spin up / spin down): 0.356 / 0.293 eV
* highest occupied orbital energy (spin up / spin down): -7.250 / -7.298 eV
* total energy: -98729.1399 eV
* expectation value of S²: 0.754
* energy above the lowest of the compared OMol25 structures with the same formula, charge and spin: 206.1 kJ/mol

ORCA input file:
```
! wB97M-V def2-TZVPD RIJCOSX def2/J DEFGRID3
* xyz 0 2
Ti 0.191 0.277 1.322
O 3.088 -3.851 -1.424
C 2.542 -2.802 -1.309
O 1.191 -2.596 -1.398
C 3.046 -1.394 -1.003
P 1.273 -0.905 -1.059
C 1.114 -0.256 -2.753
C 0.006 -0.635 -3.519
C -0.184 -0.101 -4.785
C 0.725 0.818 -5.299
C 1.833 1.190 -4.551
C 2.027 0.652 -3.281
C 2.110 2.489 -0.037
C 2.584 1.620 0.953
C 3.924 1.301 1.076
C 4.843 1.853 0.193
C 4.396 2.731 -0.784
C 3.044 3.045 -0.897
H 3.682 -0.984 -1.783
H 3.536 -1.333 -0.043
H -0.708 -1.353 -3.125
H -1.049 -0.397 -5.369
H 0.568 1.245 -6.286
H 2.553 1.893 -4.954
H 2.896 0.945 -2.706
H 1.930 1.261 1.732
H 4.251 0.640 1.870
H 5.898 1.615 0.282
H 5.106 3.176 -1.476
H 2.706 3.715 -1.680
C -3.158 1.257 1.782
Si -2.861 -0.543 2.048
C -4.314 -1.311 1.170
C -2.934 -1.000 3.843
N -1.265 -1.022 1.460
C -0.850 -2.387 1.512
C -1.726 -3.484 1.492
C -1.284 -4.802 1.546
C 0.070 -5.095 1.634
C 0.971 -4.042 1.667
C 0.483 -2.764 1.613
F 1.431 -1.753 1.636
H -4.109 1.498 2.285
H -3.288 1.453 0.714
H -2.391 1.924 2.170
H -5.186 -0.670 1.376
H -4.563 -2.328 1.505
H -4.168 -1.331 0.080
H -3.624 -0.352 4.405
H -1.937 -0.928 4.297
H -3.276 -2.039 3.958
H -2.789 -3.286 1.416
H -2.014 -5.605 1.519
H 0.424 -6.121 1.663
H 2.044 -4.201 1.723
C 0.306 1.646 5.031
C 0.275 1.113 3.644
O 0.741 -0.036 3.350
O -0.210 1.804 2.691
H 0.560 0.861 5.735
H -0.657 2.093 5.278
H 1.060 2.435 5.075
S 0.085 3.816 -1.501
C 0.602 2.779 -0.087
N -0.187 1.522 -0.129
C -1.083 1.475 -1.220
C -1.911 0.412 -1.564
C -2.718 0.494 -2.699
C -2.698 1.618 -3.505
C -1.850 2.681 -3.180
C -1.056 2.595 -2.055
H 0.367 3.339 0.804
H -1.927 -0.473 -0.949
H -3.365 -0.343 -2.951
H -3.332 1.679 -4.382
H -1.812 3.567 -3.808
*
```